60
Properties=species:S:1:pos:R:3:forces:R:3 method="wB97M-V/def2-TZVPD" homo_ha="-0.369 / -0.384" total_charge=+1 largest_force_ha_per_bohr=0.0904 homo_lumo_gap_ev="7.280 / 6.894" spin_multiplicity=3
C 1.68661 2.30235 0.72013 -0.3425 0.4649 0.2133
C 0.77335 1.94196 1.77243 -0.1255 0.9875 -0.1097
C -0.56341 2.07713 1.25716 0.4832 1.0940 0.0062
C -0.47742 2.43294 -0.13447 0.0787 1.3684 0.3703
C 0.91943 2.57142 -0.46130 -0.0551 0.9854 0.0065
W 0.51241 0.50348 0.09574 -1.0168 -4.3966 -1.1183
C -0.60191 -2.09836 -1.76804 1.7509 -0.2748 -0.8131
C 0.62251 -1.18648 -1.51939 -0.0873 1.0506 -0.0669
H 1.57046 -1.74535 -1.54251 -0.2955 0.3560 0.3341
C 0.68879 0.15801 -2.03115 0.5253 -0.3230 -0.6355
H -0.14920 0.55865 -2.61045 0.2875 -0.0515 0.1149
H 1.67322 0.50459 -2.36688 -0.4005 -0.0929 -0.1403
C -0.11120 -3.53858 -2.02768 0.1013 0.0433 -0.1007
H 0.38239 -3.95661 -1.14327 -0.0108 0.0081 -0.1218
H -0.94506 -4.19579 -2.29806 0.2561 0.0987 0.0058
H 0.60781 -3.54192 -2.85695 -0.1818 -0.0234 0.1828
C -1.38852 -1.65839 -3.02686 -0.4595 0.0585 -0.0745
H -1.92980 -0.71884 -2.85816 0.1730 -0.0915 -0.0318
H -0.73554 -1.53796 -3.89725 0.0340 -0.0323 0.2229
H -2.15489 -2.40805 -3.26936 0.2176 0.1294 0.0845
C 1.09372 1.62061 3.19754 -0.0244 -0.0075 0.3141
H 2.11759 1.24747 3.31009 -0.2671 0.1441 0.0599
H 0.98021 2.51264 3.83381 0.0836 -0.2269 -0.1810
H 0.41463 0.85102 3.59309 0.1985 0.1992 -0.1070
C -1.77176 2.13412 2.13635 -0.3009 -0.3730 0.3393
H -2.04667 1.14192 2.51584 -0.0570 0.2744 0.0540
H -1.58020 2.76545 3.01621 0.0642 -0.0996 -0.3195
H -2.63618 2.55807 1.61194 0.2180 -0.1239 0.1153
C -1.60790 2.73727 -1.06141 -0.2539 0.1515 -0.2563
H -2.56729 2.40977 -0.64689 0.1838 0.0754 -0.1071
H -1.66930 3.81861 -1.25566 -0.0230 -0.2526 0.0875
H -1.48287 2.24282 -2.03435 -0.0282 0.1119 0.2482
C 1.48452 3.07115 -1.75085 0.1432 0.1882 -0.1866
H 0.80941 2.87087 -2.58818 0.1214 0.0367 0.1419
H 1.65794 4.15571 -1.71450 -0.0794 -0.2004 0.0526
H 2.44702 2.59341 -1.97124 -0.1948 0.1195 0.0265
C 3.15894 2.51694 0.85238 0.4667 -0.1751 -0.1297
H 3.72751 1.78672 0.25967 -0.0135 0.2268 0.1159
H 3.44024 3.51591 0.49003 -0.1253 -0.2384 0.1378
H 3.48003 2.43543 1.89848 -0.0649 0.0626 -0.2509
C -1.57184 -0.84102 0.24367 -1.6219 -0.8482 -2.0275
C -1.54644 -2.01768 -0.66299 -0.9084 0.4312 2.6931
C -2.90074 -0.37735 0.47355 0.3062 -0.2973 0.8084
C -2.60170 -2.93762 -0.57962 -0.3331 0.4962 0.0818
H -0.87042 -0.49832 1.09397 0.0896 -0.1527 -0.7435
C -4.00270 -1.22575 0.37984 -0.1270 -0.1609 -0.5344
H -3.06327 0.65634 0.78778 0.0858 -0.6498 0.2929
C -3.83566 -2.55038 -0.05087 0.2140 0.2376 0.3808
H -2.47711 -3.94582 -0.98366 -0.1651 0.5200 -0.1941
H -4.99253 -0.86277 0.66179 0.3171 -0.0539 -0.1713
H -4.66933 -3.25567 -0.03469 0.2652 0.2555 0.0576
N 2.44727 -2.91068 1.73232 0.3756 0.0968 0.3489
C 3.41459 -1.98289 2.11186 -0.1894 -0.4246 -0.0793
C 2.94895 -0.76935 1.73809 -1.0218 -0.4503 -0.4616
N 1.70218 -0.94579 1.10546 0.8429 -1.4301 1.0481
C 1.42970 -2.25867 1.15057 0.6704 0.7156 0.1249
H 2.49323 -3.91828 1.86246 0.0171 0.4712 0.0103
H 4.33943 -2.25210 2.59453 -0.1273 -0.1216 -0.0293
H 3.38873 0.20667 1.87089 -0.0302 -0.2470 -0.1397
H 0.53802 -2.76298 0.77901 0.3610 0.3608 0.0504


10
Properties=species:S:1:pos:R:3:forces:R:3 method="wB97M-V/def2-TZVPD" homo_ha="-0.314 / -0.350" total_charge=0 largest_force_ha_per_bohr=0.0916 homo_lumo_gap_ev="8.771 / 6.919" spin_multiplicity=3
C -2.67805 -0.11916 -0.31832 -2.6676 1.9595 -1.9188
C 0.85180 0.60301 -0.27964 -2.0865 1.8172 -2.2242
C 1.83489 -0.04830 0.26554 2.6012 0.3110 3.9131
O -0.92694 -2.31206 -0.23596 -0.8591 0.1943 -0.7554
P -1.44271 -1.02733 0.28000 2.8477 -1.2368 2.8979
Cl -3.18342 1.45248 0.04574 0.4233 -1.1255 -0.0668
H 0.50433 1.57592 0.16047 0.1132 -1.3049 -0.0502
H 0.32741 0.40778 -1.27961 1.2832 0.0171 1.2731
H 2.16358 0.29399 1.34464 -0.7051 -0.2465 -2.1506
H 2.54909 -0.82634 0.01713 -0.9503 -0.3855 -0.9180


54
Properties=species:S:1:pos:R:3:forces:R:3 method="wB97M-V/def2-TZVPD" homo_ha="-0.070 / -0.080" total_charge=-2 largest_force_ha_per_bohr=0.0081 homo_lumo_gap_ev="6.432 / 6.232" spin_multiplicity=3
Pd 0.34083 0.80936 1.62575 -0.0604 -0.0790 0.3677
C -3.23471 -3.44070 0.53635 0.0199 -0.0141 0.0648
Sb -2.24538 -1.68452 1.38151 0.0497 0.0928 -0.1577
C -4.02812 -1.20065 2.46805 -0.0869 -0.0054 -0.0660
C -2.79637 -0.40977 -0.30506 -0.0853 -0.0619 -0.1195
C -1.91911 -0.43453 -1.52587 0.0325 0.0049 0.0318
C -1.69437 -1.65608 -2.16960 -0.0200 0.0117 0.0224
C -0.91769 -1.76738 -3.30762 0.0405 0.0693 -0.0384
C -0.33649 -0.62702 -3.84988 -0.0448 -0.0722 0.0441
C -0.55456 0.59207 -3.23653 0.0000 -0.0112 -0.0030
C -1.33303 0.71878 -2.08229 -0.0267 -0.0088 0.0689
C -1.50015 2.08889 -1.49481 0.0709 0.0528 -0.1033
Sb 0.10676 2.67854 -0.17868 -0.1450 -0.0224 0.2272
C 1.54424 3.12678 -1.72908 0.0346 0.0169 0.0335
C -0.45779 4.66878 0.32606 0.0183 0.0905 -0.0962
H -2.55809 -4.08237 -0.02766 0.0218 0.0184 -0.0139
H -4.05038 -3.10886 -0.10880 -0.0148 -0.0390 -0.0045
H -3.65323 -4.02013 1.36181 0.0043 -0.0134 0.0007
H -4.88710 -1.31892 1.80271 -0.0126 0.0183 0.0170
H -3.98826 -0.18191 2.85761 0.0472 -0.0265 0.0058
H -4.11997 -1.90775 3.29440 -0.0125 0.0273 0.0290
H -2.87397 0.57755 0.14043 -0.0045 -0.0219 0.0115
H -3.80076 -0.75934 -0.56722 0.0070 0.0113 -0.0025
H -2.14082 -2.54794 -1.74526 -0.0018 0.0001 -0.0001
H -0.75686 -2.73816 -3.76113 0.0036 0.0015 -0.0054
H 0.28476 -0.68781 -4.73533 0.0016 -0.0098 -0.0010
H -0.10473 1.48628 -3.65551 0.0014 0.0107 0.0092
H -2.40128 2.18925 -0.89893 0.0027 0.0397 0.0331
H -1.50956 2.83822 -2.29127 -0.0122 -0.0124 0.0002
H 1.06999 3.67362 -2.54606 0.0078 0.0065 -0.0100
H 1.96513 2.19175 -2.09669 -0.0206 -0.0096 -0.0186
H 2.34663 3.73077 -1.30408 0.0025 0.0036 -0.0079
H -1.01649 5.12851 -0.49174 0.0040 -0.0218 -0.0069
H 0.45125 5.24353 0.50902 -0.0074 0.0107 -0.0132
H -1.05439 4.63164 1.23729 0.0106 -0.0876 0.0065
S 2.46751 0.58006 2.64906 0.0498 -0.0055 0.0890
C 3.30571 -0.57831 1.67085 0.0099 -0.0039 -0.0748
C 4.57341 -1.01727 2.06422 0.0385 -0.0865 -0.1012
C 5.30432 -1.93160 1.31268 -0.1231 0.1060 0.0443
C 6.59752 -2.34148 1.76550 0.0804 -0.0543 0.0392
N 7.63492 -2.66450 2.14775 0.0037 0.0139 -0.0067
C 4.75835 -2.43376 0.11906 -0.1115 0.0563 0.0117
C 3.49671 -2.00711 -0.28122 0.1340 -0.0628 0.0158
C 2.75260 -1.09711 0.46874 0.1205 0.1163 0.1934
S 1.18560 -0.63590 -0.09607 -0.2654 -0.0880 -0.2661
C 5.47942 -3.36872 -0.68716 0.0966 -0.0483 -0.0539
N 6.05997 -4.11458 -1.34574 -0.0306 -0.0054 0.0002
H 4.99826 -0.63306 2.98225 -0.0066 0.0130 0.0069
H 3.07447 -2.39382 -1.20000 -0.0036 0.0063 -0.0026
O -1.55593 3.73394 3.33080 0.1015 0.1391 0.1750
Se -2.00635 2.19949 3.06662 0.3208 -0.1306 -0.2289
O -1.82527 1.93106 1.40123 -0.2025 -0.1745 0.1078
O -0.94883 1.07217 3.67099 0.1060 0.3044 -0.2140
O -3.52831 1.90006 3.52855 -0.1437 -0.0653 -0.0403


15
Properties=species:S:1:pos:R:3:forces:R:3 method="wB97M-V/def2-TZVPD" homo_ha=-0.294 total_charge=0 largest_force_ha_per_bohr=0.0556 homo_lumo_gap_ev=7.586 spin_multiplicity=1
H 2.46254 -0.11953 1.59046 0.4488 0.3728 -0.5286
N 1.72266 0.44166 1.17475 -0.3690 -0.5713 1.3843
C 1.33531 0.35542 0.03492 -2.0257 1.1996 -1.4478
C 1.39424 0.26458 -1.45840 0.3046 -0.9574 -0.5496
C 0.07902 0.84486 -1.05319 2.2413 1.3686 1.1327
O -0.62790 1.71887 -1.47090 -0.2605 -0.6058 0.0115
H 1.45629 -0.74722 -1.85070 0.0584 -0.0515 -0.0800
H 2.10299 0.95075 -1.91995 -0.0428 0.0437 -0.1589
C -1.62247 -0.18943 1.22231 0.3777 0.4357 -0.1522
C -1.08883 -0.88759 0.00407 0.4166 -2.1726 0.8358
O -0.11238 -1.65586 0.00871 -1.5013 0.9153 -0.1567
H -0.81237 0.07146 1.90443 -0.0376 -0.1171 0.0067
H -2.15128 0.71826 0.92739 -0.0157 -0.0335 -0.0057
H -2.33569 -0.84479 1.72872 0.0629 -0.0966 -0.0834
H -1.80212 -0.92142 -0.84262 0.3424 0.2701 -0.2082


18
Properties=species:S:1:pos:R:3:forces:R:3 method="wB97M-V/def2-TZVPD" homo_ha="-0.275 / -0.274" total_charge=0 largest_force_ha_per_bohr=0.0809 homo_lumo_gap_ev="7.242 / 7.153" spin_multiplicity=1
C -0.54556 0.36273 1.46176 -2.5018 2.9690 -0.3139
C -0.96285 -0.70357 -0.82796 2.0198 1.9250 0.4905
C -0.70706 1.90532 -0.68523 2.7439 -1.7491 -0.9738
C 2.55557 -1.40194 0.22078 1.4111 1.4509 -1.6666
C -0.61165 0.49668 -0.01944 3.8981 1.1790 -0.8486
Se 2.16888 0.55779 -0.13233 -1.5521 -0.9814 0.1398
H -0.06633 1.28456 1.80458 0.1575 -0.5006 0.4213
H -1.62198 0.47345 1.81791 0.7971 -0.3454 -0.1351
H -0.14281 -0.50988 1.88719 0.6322 -1.1147 0.1539
H -0.84544 -0.39613 -1.83285 -0.0685 -0.2405 -1.2595
H -0.18226 -1.38798 -0.55016 -0.3452 -1.1128 -0.0533
H -1.95179 -0.92886 -0.60249 -1.8383 -1.1462 0.3705
H -0.39285 1.97886 -1.79123 -1.0960 -0.7526 1.5938
H -1.64206 2.23099 -0.45332 -3.2498 1.1243 -0.1117
H -0.08037 2.67514 -0.26930 0.5940 -0.1294 0.8349
H 3.63495 -1.39640 0.60355 -1.5754 -0.4067 -0.8754
H 1.91264 -1.78660 0.95801 -0.8005 -0.4095 1.0904
H 2.35083 -1.91234 -0.76055 0.7739 0.2406 1.1426


38
Properties=species:S:1:pos:R:3:forces:R:3 method="wB97M-V/def2-TZVPD" homo_ha=-0.172 total_charge=-1 largest_force_ha_per_bohr=0.0159 homo_lumo_gap_ev=6.194 spin_multiplicity=1
Ca -0.64242 0.11688 -0.79346 -0.4818 0.4309 -0.0756
S -2.36296 0.89942 -2.78498 -0.0979 0.0592 0.0176
C -3.40454 2.13282 -2.11569 -0.2017 -0.0132 -0.4953
C -4.40808 2.67754 -3.00991 0.3345 -0.2146 0.2839
N -5.19377 3.08554 -3.74584 -0.0094 0.0127 -0.0199
C -3.33394 2.58971 -0.84214 -0.1669 0.3339 0.4074
S -2.18322 2.06988 0.36904 -0.2163 0.1241 -0.1419
C -4.27433 3.60863 -0.41160 0.3202 -0.3343 -0.1127
N -5.00478 4.41350 -0.03202 -0.0121 0.0118 0.0026
O 2.97822 -4.23634 -3.27593 -0.0140 0.0194 -0.2186
C 2.22332 -3.75564 -4.25070 -0.0002 0.0211 0.1455
O 2.29422 -4.16029 -5.38680 0.0154 -0.0387 -0.0597
C 1.26164 -2.67641 -3.89066 0.0653 -0.0765 -0.0858
C 0.41565 -2.08635 -4.80826 -0.0407 0.0542 -0.0503
N -0.29585 -1.16163 -4.15262 -0.0519 0.0781 0.1033
N 0.02525 -1.10609 -2.85587 0.1283 -0.1430 -0.2206
C 0.97042 -2.01952 -2.67859 -0.0716 0.0934 0.1665
C 1.50146 -2.16620 -1.27356 -0.1835 0.2143 0.0781
O 2.37988 -3.00922 -1.06440 0.0946 -0.0328 0.0256
O 0.97021 -1.38181 -0.42676 0.5731 -0.5713 -0.1263
H 2.79169 -3.77322 -2.40624 -0.0393 -0.0066 0.1838
H 0.29739 -2.27762 -5.86124 0.0007 0.0000 0.0197
H -1.01865 -0.53646 -4.48857 -0.0117 -0.0025 -0.0039
N 0.97017 1.16972 6.57396 0.0381 -0.0228 0.0022
C 1.81588 1.11233 5.51378 -0.0277 0.0081 -0.1652
O 3.01706 1.24074 5.63767 0.0052 -0.0114 0.0441
C 1.19556 0.87568 4.15455 0.0739 0.0295 0.2539
C -0.15206 0.63796 3.94384 -0.1055 -0.0147 -0.0193
C -0.60818 0.45381 2.64898 0.0317 0.0906 -0.0374
N 0.19618 0.47764 1.58615 0.1215 0.0166 0.2594
C 1.49758 0.68940 1.80098 -0.0037 -0.0957 -0.0543
C 2.03759 0.90081 3.05517 -0.0062 0.0108 -0.0404
H 1.37302 1.37673 7.47085 -0.0147 0.0039 0.0050
H -0.02635 1.15911 6.47808 -0.0130 0.0226 -0.0119
H -0.87579 0.59560 4.74657 0.0172 -0.0102 -0.0014
H -1.66394 0.31591 2.45304 -0.0013 -0.0203 -0.0250
H 2.14221 0.66905 0.93100 -0.0428 -0.0202 -0.0303
H 3.09426 1.07840 3.19217 -0.0058 -0.0065 -0.0029


8
Properties=species:S:1:pos:R:3:forces:R:3 method="wB97M-V/def2-TZVPD" homo_ha=-0.407 total_charge=0 largest_force_ha_per_bohr=0.1202 homo_lumo_gap_ev=11.489 spin_multiplicity=1
O 0.00673 -0.36422 0.14223 -1.9660 -1.4269 2.5627
C -0.71744 -0.91836 0.96338 1.1076 2.1886 -1.0326
O -1.33300 -0.31602 2.04270 -0.0443 -0.3024 -1.2044
H -1.00684 -1.95381 0.99839 0.2231 -0.9690 -0.7052
H -2.10958 -0.89019 2.21822 0.6624 0.5230 0.3323
O 1.96926 1.78179 -2.01427 -4.8672 3.2134 2.0403
H 0.93337 1.62971 -1.94361 3.3730 0.5053 -0.0819
H 2.25750 1.03109 -2.40702 1.5114 -3.7320 -1.9112


Calculated energy above the lowest of the compared OMol25 structures with the same formula, charge and spin, 0.0; 185.6; 30.3; 485.2; 87.9; 32.2; 100.0 kJ/mol (same order as the records).